Below is a cluster of 11 separate species, C5H32N2O11 in total, with properties calculated with ωB97M-V/def2-TZVPD.

Multiplicity ... 1
Gap between HOMO and LUMO ... 9.035 eV
Net charge ... 0

```
50
C5H32N2O11 ωB97M-V/def2-TZVPD
C -2.0741 -0.6645 -0.9934
N -0.7974 -0.2858 -0.3920
C -1.0859 0.9131 0.4290
C 0.3162 -0.1397 -1.3267
C 1.4890 -1.0413 -0.9983
N 1.9905 -0.8795 0.3809
C 2.7079 0.2169 0.7276
O 2.8854 0.4403 1.9235
H -1.9942 -0.9903 -2.0268
H -2.9332 0.0268 -1.0858
H -2.6300 -1.4292 -0.4255
H -1.9832 0.8194 1.0841
H -1.2993 1.8709 -0.0302
H -0.2810 1.1001 1.1372
H 0.5668 0.9294 -1.4484
H -0.0687 -0.6110 -2.2682
H 1.1693 -2.1328 -1.0271
H 2.3657 -0.8942 -1.6844
H 1.8041 -1.6023 1.0512
H 2.9947 0.7610 -0.1757
O 1.5538 3.0826 -2.0870
H 1.8752 2.9264 -2.9870
H 0.9575 3.8324 -2.2654
O 1.8277 -4.0246 1.1540
H 0.9016 -4.1990 1.3561
H 2.0221 -4.5341 0.3605
O -0.9380 -2.2968 2.0114
H -0.7363 -1.8688 2.8656
H -0.2597 -1.9928 1.4018
O 0.0956 -0.4185 3.6056
H 0.9601 -0.4068 4.0419
H 0.3222 0.0584 2.7969
O -0.7821 -4.0258 -1.0431
H -1.2293 -3.2611 -0.6582
H -1.3407 -4.6849 -0.6042
O 0.8768 2.1408 2.1226
H 1.7982 1.8552 2.2250
H 0.4291 2.4815 2.8993
O -1.8584 0.6782 -3.7881
H -1.1197 0.7746 -3.1815
H -2.4350 1.4375 -3.6683
O -0.4804 4.8612 -1.4725
H 0.3560 4.9447 -1.0027
H -1.2122 5.3698 -1.1347
O 1.2268 4.3123 0.5489
H 1.8494 4.0823 -0.1495
H 0.7766 3.4952 0.8392
O -2.7825 -3.6902 0.6423
H -2.2781 -3.1688 1.2934
H -3.5189 -4.1685 1.0266
```

Results of the Löwdin charge analysis, in e, for atoms 1 through 8: atom 1 (C): -0.1256, atom 2 (N): -0.2111, atom 3 (C): -0.0942, atom 4 (C): -0.1999, atom 5 (C): -0.1552, atom 6 (N): 0.0478, atom 7 (C): -0.3091, atom 8 (O): -0.0240

Below is a structure of composition C22H35HgNO32PS6, with properties calculated with ωB97M-V/def2-TZVPD.

Multiplicity ... 1
Gap between HOMO and LUMO ... 6.022 eV
Net charge ... -1

```
98
C22H35HgNO32PS6 ωB97M-V/def2-TZVPD
Hg -0.2369 2.7657 1.0957
P 0.1361 0.3849 0.4551
O -0.9213 0.7143 1.5913
O 0.2691 -1.0871 -0.0107
O 1.3976 1.1425 0.9526
O -0.4513 1.4377 -0.6105
C -4.6048 2.8147 -1.1697
C -3.6422 2.4942 0.0035
O -2.6379 3.4869 -0.1235
S -3.0675 4.8529 -0.8884
O -2.3182 5.0503 -2.0888
O -3.1726 5.8947 0.0827
O -4.5475 4.2432 -1.2894
H -5.6275 2.5309 -0.9402
H -4.2824 2.3750 -2.1129
H -3.2444 1.4816 0.0380
H -4.1598 2.6109 0.9580
C -0.2790 -4.3165 0.1390
C 0.8335 -4.2802 1.2028
O 1.3763 -5.6074 1.2459
S 0.1415 -6.6564 1.0036
O -0.8532 -6.6622 2.0422
O 0.5947 -7.8757 0.3945
O -0.4393 -5.6797 -0.2239
H 0.0351 -3.7249 -0.7166
H -1.2048 -3.9449 0.5757
H 0.5085 -4.0080 2.2057
H 1.6799 -3.6904 0.8570
C -1.6555 0.3508 -3.0352
C -1.7889 -0.8943 -2.1499
O -2.7300 -1.7139 -2.8388
S -2.5275 -1.6160 -4.4403
O -3.8252 -1.6553 -5.0577
O -1.4581 -2.4853 -4.8617
O -2.0030 -0.0823 -4.3693
H -0.6525 0.7631 -3.0582
H -2.3516 1.1492 -2.7796
H -2.0796 -0.5261 -1.1716
H -0.8482 -1.4336 -2.0900
C -2.8789 -1.4627 1.7956
C -1.7847 -2.1358 2.6226
O -2.2425 -3.4518 2.7447
S -3.8302 -3.4258 3.0992
O -3.9707 -3.0031 4.4719
O -4.5427 -4.5589 2.6045
O -4.1107 -2.1350 2.1230
H -2.7880 -1.5263 0.7107
H -2.9940 -0.4046 2.0199
H -1.5671 -1.6658 3.5822
H -0.8652 -2.0073 2.0447
C 3.3956 0.1471 -2.2572
C 2.4959 -1.0112 -1.9692
O 2.9260 -1.9908 -2.8893
S 4.5364 -2.0713 -2.7052
O 5.1998 -2.3318 -3.9566
O 4.9054 -2.7934 -1.5169
O 4.6918 -0.4494 -2.4385
H 3.4856 0.7909 -1.3801
H 3.1472 0.7417 -3.1376
H 1.4879 -0.6474 -2.1571
H 2.5896 -1.2993 -0.9227
C 4.0414 -0.6934 1.6051
C 2.8103 -1.0212 2.4115
O 3.4163 -1.9145 3.3666
S 4.7822 -1.2772 3.9238
O 5.6967 -2.3233 4.2680
O 4.5449 -0.2026 4.8460
O 5.1443 -0.5699 2.5027
H 3.9538 0.1945 0.9750
H 4.3532 -1.4322 0.8593
H 2.0323 -1.6200 1.9386
H 2.2573 -0.2387 2.9314
C -0.8226 3.4541 -4.2536
C 0.2662 3.2896 -3.3827
C 1.5861 3.4814 -3.7652
C 1.9025 3.7188 -5.1114
C 0.8446 3.6068 -6.0106
C -0.4656 3.5735 -5.5862
N 3.2557 3.9225 -5.6207
O 4.1194 4.0246 -4.7638
O 3.3865 4.1097 -6.8061
H -1.8494 3.4296 -3.9293
H -0.0393 3.2394 -2.3458
H 2.3672 3.4786 -3.0175
H 1.0252 3.8114 -7.0573
H -1.2205 3.6510 -6.3601
O -1.9751 -0.5299 5.6468
C -1.3330 0.4699 5.6647
O -1.2422 1.2773 6.7686
C -0.2498 2.2695 6.6090
C 0.5378 2.0067 5.3330
C -0.4754 1.0838 4.5917
H 0.4073 2.2624 7.4813
H -0.7414 3.2466 6.6143
H 1.3925 1.3606 5.5319
H 0.8297 2.9400 4.8613
H -0.0327 0.3083 3.9762
H -1.1545 1.7010 3.9989
```

Results of the Löwdin charge analysis, in e, for atoms 1 through 8: atom 1 (Hg): 1.2988, atom 2 (P): 0.0346, atom 3 (O): -0.4729, atom 4 (O): -0.3502, atom 5 (O): -0.4397, atom 6 (O): -0.4922, atom 7 (C): -0.1330, atom 8 (C): -0.1564

Quick rundown of calculated total energy, same order as above: -1146.81413; -6205.52419 a.u.
Quick rundown of highest occupied orbital energy, same order as above: -8.72; -7.92 eV
Quick rundown of ΔE to the lowest compared entry with this formula, charge and spin, same order as above: 3.573; 0.000 eV